Entry from OMol25: a cluster of 13 separate species, C52H95N3O15 in total at a distorted geometry (the ωB97M-V functional and the def2-TZVPD basis).

Output
DFT total energy ... -3331.103256 a.u.
HOMO ... -0.2987 Ha

Each line ends with the Mulliken charge.
Element x y z (Å)
C 15.953 11.908 13.056  0.043
C 14.951 11.718 14.174  0.248
C 13.680 11.418 13.387  1.350
O 14.145 10.808 12.208  -0.519
C 15.589 10.755 12.095  -0.782
H 16.998 11.771 13.336  0.535
H 15.760 12.934 12.741  -0.364
H 14.834 12.587 14.822  -0.278
H 15.264 10.835 14.732  0.249
H 13.115 12.321 13.156  -0.955
H 12.995 10.790 13.957  -0.216
H 15.845 10.915 11.048  0.315
H 16.003 9.791 12.390  0.331
C 14.248 13.802 9.851  1.702
C 13.645 13.367 8.604  -1.010
C 13.018 14.630 8.078  -0.417
O 13.761 15.688 8.696  -0.419
C 14.809 15.112 9.465  0.199
H 14.941 13.035 10.197  -0.248
H 13.488 13.988 10.610  -0.786
H 12.943 12.551 8.774  0.342
H 14.408 12.990 7.922  0.448
H 11.967 14.635 8.368  0.212
H 13.140 14.652 6.995  0.334
H 15.125 15.805 10.245  -0.667
H 15.672 15.109 8.799  0.310
C 8.527 13.975 12.313  -0.431
C 9.188 13.276 11.143  -0.746
C 10.524 12.822 11.723  0.453
O 10.849 13.860 12.647  0.140
C 9.701 14.543 13.107  0.366
H 8.003 13.196 12.868  -0.073
H 7.818 14.679 11.879  0.437
H 9.391 13.916 10.284  0.270
H 8.575 12.443 10.799  0.452
H 11.261 12.780 10.922  -0.098
H 10.491 11.870 12.252  -0.444
H 9.828 15.625 13.073  0.136
H 9.517 14.238 14.137  -0.473
C 15.672 20.586 11.584  -0.128
C 16.306 20.011 10.330  -0.974
C 16.093 18.475 10.383  -0.630
O 15.398 18.285 11.617  0.506
C 15.682 19.387 12.480  -0.078
H 14.636 20.892 11.438  0.220
H 16.266 21.393 12.014  0.274
H 17.382 20.189 10.335  0.304
H 15.982 20.470 9.396  0.368
H 17.026 17.919 10.483  0.371
H 15.496 18.174 9.522  0.184
H 16.659 19.193 12.923  -0.002
H 14.910 19.315 13.246  -0.323
C 13.032 9.955 18.319  0.942
C 13.237 8.505 18.046  -0.627
C 14.417 8.200 18.904  -0.594
O 15.163 9.453 19.003  -0.492
C 14.426 10.515 18.366  0.090
H 12.565 10.085 19.296  -0.189
H 12.353 10.479 17.647  -0.584
H 13.488 8.331 16.999  0.263
H 12.371 7.882 18.268  0.357
H 15.037 7.429 18.446  0.329
H 14.003 7.786 19.823  0.287
H 14.796 10.737 17.365  0.075
H 14.465 11.429 18.958  0.168
O 6.495 12.299 17.113  -0.696
C 7.458 11.652 16.800  0.465
O 8.512 11.269 17.690  -0.030
C 8.365 11.415 19.127  -0.569
C 9.683 11.329 19.903  -0.649
C 7.549 11.268 15.350  -0.480
H 7.817 10.563 19.530  0.298
H 7.722 12.248 19.412  0.412
H 10.090 10.326 19.779  0.222
H 9.560 11.384 20.985  0.551
H 10.368 12.100 19.551  -0.267
H 8.418 11.723 14.874  -0.272
H 6.698 11.703 14.825  0.459
H 7.485 10.204 15.123  0.367
O 17.289 21.332 17.255  -0.594
C 17.058 21.205 16.063  0.754
O 15.773 21.166 15.521  -0.230
C 14.544 21.146 16.277  -0.516
C 14.402 19.687 16.871  -0.982
C 18.088 21.023 14.982  -0.838
H 13.698 21.394 15.636  0.407
H 14.564 21.851 17.108  0.411
H 15.107 19.579 17.695  0.576
H 14.598 18.920 16.122  -0.028
H 13.474 19.572 17.431  0.431
H 18.559 20.040 15.021  0.193
H 18.846 21.782 15.176  0.349
H 17.699 21.168 13.975  0.171
O 11.962 20.718 12.542  -0.698
C 11.623 19.592 12.991  0.638
O 11.449 18.450 12.313  0.149
C 11.802 18.359 10.930  0.509
C 10.731 19.027 9.995  -1.453
C 11.570 19.366 14.513  0.039
H 11.786 17.302 10.665  0.115
H 12.844 18.607 10.727  -0.289
H 9.724 18.653 10.184  0.314
H 11.047 18.870 8.964  0.444
H 10.721 20.104 10.166  0.345
H 11.210 18.404 14.876  -0.269
H 11.134 20.241 14.995  0.623
H 12.624 19.327 14.789  -0.589
O 17.049 14.157 16.283  -0.677
C 16.372 15.158 16.094  0.472
O 16.250 15.886 15.002  0.236
C 16.986 15.514 13.833  0.614
C 18.352 16.151 13.714  -1.713
C 15.415 15.686 17.117  -0.333
H 16.368 15.746 12.965  -0.034
H 17.128 14.433 13.810  0.001
H 18.425 17.236 13.784  0.197
H 18.805 15.835 12.774  0.437
H 19.024 15.759 14.477  0.477
H 14.621 16.291 16.679  -0.184
H 15.796 16.202 17.999  0.539
H 14.968 14.771 17.505  -0.042
O 12.930 16.845 14.963  -0.724
C 13.069 15.740 14.430  0.005
O 12.781 14.581 15.030  1.075
C 12.099 14.498 16.271  0.866
C 11.577 13.027 16.537  1.827
C 13.630 15.641 13.020  1.504
H 11.233 15.156 16.201  -0.240
H 12.712 14.834 17.107  -0.925
H 12.363 12.273 16.482  -0.451
H 10.778 12.864 15.814  -0.574
H 11.233 12.951 17.569  -0.676
H 14.038 14.644 12.852  -1.230
H 14.276 16.468 12.727  -0.287
H 12.706 15.786 12.461  -0.144
N 13.553 16.118 19.853  0.118
C 13.574 14.729 20.083  -1.167
C 12.284 14.222 19.811  0.143
C 11.469 15.309 19.469  -0.053
C 12.259 16.469 19.547  -1.179
H 14.324 16.762 19.958  0.281
H 14.553 14.316 20.277  0.442
H 11.936 13.201 19.855  0.494
H 10.402 15.253 19.311  0.559
H 12.031 17.517 19.426  0.458
N 7.123 15.152 16.574  0.152
C 8.174 15.352 17.379  -0.991
C 8.939 16.376 16.823  0.278
C 8.329 16.778 15.604  -0.564
C 7.181 15.999 15.534  -1.118
H 6.451 14.409 16.700  0.326
H 8.378 14.739 18.245  0.339
H 9.732 16.760 17.447  0.659
H 8.687 17.586 14.984  0.532
H 6.341 15.923 14.859  0.445
N 9.394 8.058 14.026  0.052
C 9.930 9.114 13.378  -1.297
C 10.412 9.903 14.430  1.392
C 10.138 9.324 15.688  -0.417
C 9.513 8.132 15.383  -1.606
H 8.936 7.284 13.566  0.198
H 9.927 9.266 12.309  0.508
H 10.920 10.854 14.367  0.153
H 10.397 9.718 16.660  0.584
H 9.209 7.307 16.010  0.412